(1)
Formula: C23H35ClN4O3
Source: the Open Molecules 2025 dataset
Level of theory: the ωB97M-V functional and the def2-TZVPD basis

The geometry in XYZ format:
```
66
Properties=species:S:1:pos:R:3
Cl 5.38 2.55 -2.66
O -1.59 -1.19 -2.18
O -1.27 2.83 4.26
O -1.90 1.77 -0.53
N -3.84 1.49 0.44
N 1.93 -1.28 -2.08
N -2.43 1.30 3.08
N 3.16 5.41 -2.11
C -0.14 -1.61 -4.02
C -3.04 1.72 5.38
C -4.85 1.29 1.47
C -1.67 1.41 1.82
C 0.69 -1.90 -1.57
C 2.19 0.09 -2.08
C 3.50 0.55 -2.34
C 1.46 1.33 2.42
C 0.99 -3.32 -1.11
C -2.50 1.56 0.51
C 2.72 2.85 -2.10
C -0.93 -3.48 -2.53
C 3.76 1.94 -2.34
C 1.23 -1.12 2.58
C 1.17 1.02 -1.85
C 0.47 0.20 2.70
C -0.33 -4.06 -1.26
C 1.43 2.39 -1.85
C 2.97 4.26 -2.10
C -2.16 2.00 4.18
C -0.49 -2.02 -2.59
C 4.60 -0.47 -2.60
C -0.71 0.20 1.71
H 1.81 1.28 1.39
H -0.28 0.19 0.71
H 1.74 -3.78 -1.76
H 1.36 -3.34 -0.08
H -2.84 0.71 5.74
H 2.32 1.25 3.09
H -4.80 2.08 2.21
H -1.07 2.31 1.85
H -5.84 1.32 1.01
H 0.61 3.08 -1.67
H 0.10 -0.55 -4.08
H -0.99 -1.80 -4.69
H -0.19 -5.14 -1.32
H 2.06 -1.14 3.29
H 0.72 -2.19 -4.39
H -1.82 -1.35 -1.25
H 0.57 -1.96 2.79
H 0.99 2.29 2.60
H 1.64 -1.23 1.57
H -4.09 1.82 5.11
H 0.34 -1.34 -0.70
H -4.73 0.31 1.94
H 4.66 -1.18 -1.77
H -0.53 -4.03 -3.39
H -0.98 -3.84 -0.40
H -4.18 1.64 -0.50
H -2.02 -3.58 -2.55
H 0.10 0.28 3.72
H 4.38 -1.02 -3.52
H 5.58 0.00 -2.71
H 2.71 -1.89 -2.30
H -3.18 0.64 3.11
H -2.80 2.44 6.17
H 0.15 0.70 -1.69
H -1.28 -0.71 1.84
```

Output
Gap between HOMO and LUMO: 8.20 eV
Total charge: 0
SMILES: Cc1c(N[C@@H]2CCC[C@@]2(C)O)ccc(C#N)c1Cl.CNC(=O)[C@H](CC(C)C)NC(C)=O
HOMO level: -0.296 hartree


(2)
Formula: C3H4N2O
Source: the Open Molecules 2025 dataset
Level of theory: the ωB97M-V functional and the def2-TZVPD basis

The geometry in XYZ format:
```
10
Properties=species:S:1:pos:R:3
O -1.37 -1.22 -0.98
N 0.73 -1.38 -0.04
N -0.20 0.73 -0.37
C 1.16 1.11 0.50
C -0.28 -0.68 -0.38
C 0.00 1.56 0.79
H 0.57 -2.36 -0.24
H -2.03 -0.55 -1.19
H -0.58 2.34 1.25
H 2.00 0.46 0.67
```

Output
Gap between HOMO and LUMO: 9.52 eV
Total charge: 0
SMILES: [H]/N=C(\O)N1C=C1
HOMO level: -0.324 hartree
ΔE to the lowest compared entry with this formula, charge and spin: 109.1 kcal/mol


(3)
Formula: C3H12N6
Source: the Open Molecules 2025 dataset
Level of theory: the ωB97M-V functional and the def2-TZVPD basis

The geometry in XYZ format:
```
21
Properties=species:S:1:pos:R:3
N 0.69 -0.72 0.74
N -1.06 2.32 -2.05
N -1.21 -0.32 -0.38
N 1.64 1.40 0.65
N 2.10 -1.95 1.94
N -2.38 -0.51 -0.93
C -0.54 0.81 -0.20
C 0.80 0.50 0.38
C -0.41 -1.43 0.15
H -0.39 2.37 -2.83
H -2.85 0.25 -1.43
H 1.64 -1.79 2.90
H 2.61 1.21 0.93
H -1.16 3.08 -1.45
H -2.05 2.14 -2.39
H 0.05 -2.06 -0.57
H 1.41 2.32 0.45
H -0.80 -2.02 1.02
H 3.03 -1.67 1.99
H 1.81 -2.77 1.46
H -2.94 -1.16 -0.38
```

Output
Gap between HOMO and LUMO (alpha / beta): 7.52 / 8.16 eV
Total charge: +2
HOMO level (alpha / beta): -0.629 / -0.646 hartree
ΔE to the lowest compared entry with this formula, charge and spin: 120.4 kcal/mol


(4)
Formula: C6H12N3
Source: the Open Molecules 2025 dataset
Level of theory: the ωB97M-V functional and the def2-TZVPD basis

The geometry in XYZ format:
```
21
Properties=species:S:1:pos:R:3
N -2.12 -0.22 -0.52
N -1.93 0.95 -0.27
N 0.39 -0.14 1.01
C 0.59 -1.95 -0.73
C -1.70 -1.38 0.42
C -1.02 1.77 -0.05
C 0.35 1.31 0.48
C -0.22 -1.38 0.36
C 1.47 1.56 -0.64
H -2.20 -2.22 -0.15
H 0.65 2.02 1.34
H 1.69 -1.95 -0.46
H -2.18 -1.28 1.35
H 1.43 2.57 -1.15
H 1.25 0.91 -1.39
H 2.48 1.56 -0.12
H -1.07 2.83 -0.20
H -0.06 -0.21 2.06
H 0.40 -1.48 -1.75
H 1.39 -0.28 1.16
H 0.39 -2.97 -0.77
```

Output
Gap between HOMO and LUMO (alpha / beta): 7.42 / 8.50 eV
Total charge: +1
HOMO level (alpha / beta): -0.452 / -0.468 hartree
ΔE to the lowest compared entry with this formula, charge and spin: 154.2 kcal/mol